1.
Density functional theory data (ωB97M-V with the def2-TZVPD basis set) for 3 unconnected molecules or ions with the total composition C4H12O3S.

The value obtained for the gap between HOMO and LUMO is 9.44 eV.

Geometry (Å):
O: -0.97281 -1.71005 -2.94564
C: -0.47640 -0.78000 -2.36317
C: -0.96845 -0.16578 -1.09232
C: -0.06306 -0.59348 0.10514
C: 0.21565 0.52413 1.06747
S: 0.86511 0.06276 2.76572
H: 0.36952 -0.28912 -2.88000
H: -1.94357 -0.55645 -0.85478
H: -1.00565 0.91434 -1.23404
H: -0.54334 -1.48746 0.50352
H: 0.90648 -1.00877 -0.17901
H: -0.62200 1.06250 1.51994
H: 0.94083 1.21866 0.64708
H: 1.93488 -0.64953 2.37995
H: -2.82695 0.40341 0.62878
H: -3.02077 1.95734 0.02622
O: -3.21488 1.02266 0.01798
H: 3.19660 0.68446 0.25364
H: 4.02548 -0.39842 1.04254
O: 3.20332 -0.21120 0.59097

=====

2.
Density functional theory data (ωB97M-V with the def2-TZVPD basis set) for 3 unconnected molecules or ions with the total composition C4H12O4.

The value obtained for the gap between HOMO and LUMO is 5.53 eV. The net charge is -2.

Geometry (Å):
C: -0.22247 2.67532 -1.72554
O: 0.57216 3.64987 -2.35162
C: 0.68739 1.59803 -0.94157
C: -0.02656 0.52430 -0.20458
C: 0.52352 -0.87436 0.10176
O: -0.52907 -1.49343 0.64171
H: -0.90016 3.15087 -0.99864
H: -0.63530 2.08600 -2.57176
H: 1.32602 2.17179 -0.29122
H: 1.42754 1.28474 -1.74416
H: -0.34460 0.92003 0.74336
H: -0.87350 0.44067 -0.93868
H: 1.38769 -1.10780 0.57324
H: 0.55965 -1.33080 -0.96237
H: -0.42363 -2.94971 0.71401
H: 0.71735 -4.26913 0.91006
O: -0.09913 -3.97481 0.58422
H: -0.84766 -0.97706 3.58568
H: -1.04493 -1.00921 1.98080
O: -1.25433 -0.51534 2.89531

=====

3.
Density functional theory data (ωB97M-V with the def2-TZVPD basis set) for 3 unconnected molecules or ions with the total composition C4H12O4.

The value obtained for the gap between HOMO and LUMO is 6.03 eV. The net charge is -2.

Geometry (Å):
C: -1.62947 -2.93688 -1.02061
O: -2.84843 -3.40512 -1.35121
C: -1.53946 -1.35355 -0.48515
C: -0.05462 -0.80574 -0.57707
C: -0.10860 0.45081 0.37584
O: 1.12861 1.02986 0.62189
H: -1.22448 -3.60591 -0.20792
H: -0.96089 -2.87523 -1.88614
H: -1.67418 -1.26542 0.59118
H: -2.29328 -0.79102 -1.09047
H: 0.71311 -1.57836 -0.23318
H: 0.16920 -0.64629 -1.65362
H: -0.40500 0.00073 1.37164
H: -0.84564 1.26543 0.06118
H: 2.34907 2.38483 -0.57646
H: 2.03623 3.60640 -0.13776
O: 2.69063 3.27967 -0.76260
H: 1.33540 1.98917 3.32655
H: 1.30516 1.89347 1.62951
O: 1.46521 2.53238 2.62284

=====

4.
Density functional theory data (ωB97M-V with the def2-TZVPD basis set) for 4 unconnected molecules or ions with the total composition C4H12O5.

The value obtained for the gap between HOMO and LUMO is 10.88 eV.

Geometry (Å):
C: 0.19924 1.24525 -1.12765
C: 0.95430 0.12083 -0.39734
C: 2.03973 0.66808 0.49196
O: 2.25701 0.17224 1.56666
C: -1.01797 1.75240 -0.40639
O: -1.50567 1.15364 0.50906
H: -0.24301 1.07382 -2.10237
H: 0.97309 2.00080 -1.30578
H: 1.39280 -0.53640 -1.15648
H: 0.28353 -0.49776 0.19771
H: 2.62614 1.54608 0.16062
H: -1.41414 2.71974 -0.76450
H: -0.31875 -2.11729 1.91041
H: -0.87426 -2.94063 0.69198
O: -0.07740 -2.68922 1.15055
H: -1.97057 -1.26633 -1.86188
H: -0.63961 -0.78854 -2.21091
O: -1.40312 -1.21036 -2.62406
H: 0.36119 -0.22510 2.43735
H: -1.06718 0.25835 2.19131
O: -0.55535 -0.43960 2.64976

=====

5.
Density functional theory data (ωB97M-V with the def2-TZVPD basis set) for 2 unconnected molecules or ions with the total composition C4H12OS.

As for the expectation value of S²: 0.751. The value obtained for the gap between HOMO and LUMO (spin up / spin down) is 1.87 / 8.95 eV. The net charge is -1. The multiplicity is 2.

Geometry (Å):
C: -1.01598 -2.89631 0.47152
C: -0.55448 -1.41937 0.79741
S: 0.92083 -1.27924 1.89051
H: -1.08704 -3.18280 -0.58416
H: -2.04555 -3.03489 0.80339
H: -0.37299 -3.62252 1.02168
H: -0.38454 -1.04288 -0.22795
H: -1.40021 -0.89849 1.25988
H: 0.73002 -0.03437 2.28448
C: 0.99388 2.04267 -0.51038
O: -0.08780 2.46180 0.35395
C: 0.34984 1.50221 -1.75916
H: 1.53411 3.00778 -0.74730
H: 1.66563 1.33665 0.01408
H: 0.33423 2.83446 1.16420
H: -0.23082 2.37964 -2.16733
H: 1.08246 1.09699 -2.50228
H: -0.43159 0.74867 -1.56254

=====

6.
Density functional theory data (ωB97M-V with the def2-TZVPD basis set) for 2 unconnected molecules or ions with the total composition C4H12OS.

The value obtained for the gap between HOMO and LUMO is 8.51 eV.

Geometry (Å):
C: -1.67997 -2.14560 -0.63693
C: -0.49115 -1.30840 -1.08734
C: 0.43360 -0.70878 0.07691
C: -0.47687 0.10407 1.10941
S: 0.76164 0.91829 2.36349
H: -1.42273 -2.89965 0.08567
H: -2.26734 -2.48131 -1.49814
H: -2.34431 -1.44829 -0.10026
H: 0.25580 -1.86196 -1.65527
H: -0.69506 -0.38813 -1.62702
H: 0.98066 -1.51629 0.52025
H: 1.10876 0.02288 -0.38808
H: -0.66944 0.92124 0.41716
H: -1.07431 -0.66805 1.58821
H: 1.45821 1.95239 2.91736
H: 2.26482 4.52670 -0.36388
H: 2.12512 3.05006 -0.83849
O: 1.73258 3.93083 -0.88306

=====

7.
Density functional theory data (ωB97M-V with the def2-TZVPD basis set) for 2 unconnected molecules or ions with the total composition C4H12OS.

The value obtained for the gap between HOMO and LUMO is 9.43 eV.

Geometry (Å):
C: 2.38506 -1.93420 -2.00428
S: 1.98446 -1.83145 -0.26586
C: 2.14923 -0.04974 -0.03669
H: 3.30373 -1.41798 -2.27312
H: 1.58567 -1.54587 -2.63352
H: 2.57523 -2.96426 -2.28244
H: 1.93225 0.51786 -0.92850
H: 1.47914 0.32880 0.73251
H: 3.18411 0.16537 0.22753
C: -2.41598 0.60715 1.66026
O: -3.40799 -0.23131 1.10997
C: -1.92923 1.67294 0.68104
H: -2.80804 1.03401 2.58276
H: -1.52880 0.03181 1.94434
H: -3.30255 -0.25057 0.14745
H: -1.37821 2.49472 1.14841
H: -1.09463 1.25901 0.12881
H: -2.71346 2.11370 0.06132

=====

8.
Density functional theory data (ωB97M-V with the def2-TZVPD basis set) for 2 unconnected molecules or ions with the total composition C4H12OS.

The value obtained for the gap between HOMO and LUMO is 8.97 eV.

Geometry (Å):
C: -0.19902 1.76493 -0.29314
C: -0.55388 0.38164 -0.82659
C: -0.33381 -0.72146 0.21086
S: -1.46589 -2.14240 0.12828
C: -3.01371 -1.31047 0.55221
H: -0.75999 1.90257 0.62926
H: -0.48692 2.56090 -0.97507
H: 0.86451 1.91513 -0.08974
H: -1.61613 0.40162 -1.06746
H: -0.06047 0.09049 -1.75392
H: 0.69920 -1.07582 0.17048
H: -0.44729 -0.36101 1.22016
H: -3.42495 -1.66942 1.48932
H: -3.76054 -1.53438 -0.20878
H: -2.85761 -0.25083 0.65836
H: 5.56936 0.63928 -0.34921
H: 5.63945 -0.65478 0.40362
O: 6.20770 0.06401 0.10136

=====

9.
Density functional theory data (ωB97M-V with the def2-TZVPD basis set) for 2 unconnected molecules or ions with the total composition C4H12OS2.

As for the expectation value of S²: 0.754. The value obtained for the gap between HOMO and LUMO (spin up / spin down) is 2.40 / 6.75 eV. The net charge is -1. The multiplicity is 2.

Geometry (Å):
C: 0.05291 0.13321 -3.07427
C: 0.78492 -0.32880 -1.80306
S: -0.17154 -1.13174 -0.48113
S: -1.72016 0.32329 -0.18338
C: -0.91828 1.66284 0.73292
C: -0.35197 2.84477 -0.07863
H: 0.71741 0.77426 -3.65033
H: -0.85894 0.66221 -2.79461
H: -0.23830 -0.75789 -3.62824
H: 1.31746 0.47644 -1.30387
H: 1.46752 -1.13444 -2.07118
H: -1.63783 2.10719 1.42638
H: -0.14012 1.20466 1.34919
H: 0.21223 2.45634 -0.92066
H: 0.30056 3.46712 0.54111
H: -1.18434 3.48724 -0.36443
H: 3.77638 -2.89189 5.26179
H: 2.52758 -2.71487 4.54861
O: 3.40790 -2.32178 4.58760

=====

10.
Density functional theory data (ωB97M-V with the def2-TZVPD basis set) for 2 unconnected molecules or ions with the total composition C4H12OS2.

The value obtained for the gap between HOMO and LUMO is 9.27 eV.

Geometry (Å):
S: -0.52167 0.86268 -0.85232
S: 0.80987 -0.60282 -1.30713
C: -2.10778 0.15806 -0.38094
C: 1.95300 -0.32588 2.81002
C: 1.25618 -1.14391 0.34314
C: 2.00145 -0.09584 1.26452
H: -1.97294 -0.69798 0.30142
H: -2.68719 -0.17834 -1.25714
H: -2.68428 0.93860 0.14349
H: 2.58075 0.41303 3.33589
H: 2.18716 -1.32958 3.20291
H: 0.89398 -0.10294 3.02303
H: 1.81235 -2.08660 0.17745
H: 0.25809 -1.40775 0.74267
H: 1.50656 0.88706 1.14437
H: 2.99514 -0.03375 0.78059
O: -2.66112 1.84327 -4.20285
H: -2.54784 1.94703 -5.17478
H: -3.07172 0.95565 -4.09434